No. 1
C28H26Cl2N2O11S4Tl as an isolated structure, computed with ωB97M-V/def2-TZVPD.

The geometry in XYZ format:
```
74
Properties=species:S:1:pos:R:3:forces:R:3:mulliken_charge:R:1
C -3.2187 0.6283 2.6488 0.2 0.1 0.0 0.13
C -0.2616 2.8429 -1.7915 -0.1 0.2 0.1 0.11
H 5.0755 -5.0083 2.4976 0.0 0.0 0.0 0.28
H 5.5463 -4.0553 3.9027 0.0 0.0 0.0 0.39
C 4.6598 -1.5222 0.2102 0.1 0.0 0.0 1.23
H 5.9810 -1.7125 -1.4610 0.0 0.0 0.0 0.46
C 5.0313 -1.2337 -1.2249 0.0 -0.1 0.1 -1.77
C -2.5775 0.2224 1.3725 0.0 0.1 0.2 0.98
H 6.6527 -4.2186 2.5259 0.0 0.0 0.0 0.40
H 0.4917 4.6673 -1.0008 0.1 0.1 0.0 0.37
O 1.6946 0.4450 0.4360 -0.3 0.1 0.2 -0.31
H 4.2726 -1.6282 -1.9048 0.0 0.0 0.0 0.22
N -2.7245 -0.8007 -0.6623 0.0 0.1 0.5 -0.19
H -2.1900 -6.7872 -1.7192 0.0 0.0 0.0 0.41
O -0.8808 3.5309 -2.5812 0.0 -0.1 0.0 -0.65
C -4.5259 0.2521 2.9794 -0.3 -0.3 -0.2 0.48
H 1.2282 -0.8286 2.6599 0.0 0.0 0.0 0.21
C -4.8290 -2.5623 -3.3497 0.0 0.0 0.0 -0.62
C -5.3075 -3.2844 -2.1107 -0.1 0.0 0.0 -0.51
O 1.5267 -1.5282 -1.6314 0.1 -0.1 0.1 -0.23
C -3.4651 -1.5600 -1.3716 -0.2 -0.2 -0.2 0.02
H -6.1030 0.3906 4.4038 0.0 0.0 0.0 0.40
H -1.4945 1.7108 3.2564 0.0 0.0 0.0 0.37
C -0.3004 -4.0796 -0.9369 0.1 0.0 -0.2 -0.61
H -6.3815 -3.4720 -2.1305 0.0 0.0 0.0 0.37
C -2.5021 1.4338 3.5350 0.0 0.0 0.0 -0.59
O 1.3457 -2.2524 -3.9703 -0.1 0.1 0.0 -0.76
H 3.1826 0.3763 -0.8889 0.0 0.0 0.0 0.19
H -4.7857 -3.2115 -4.2252 0.0 0.0 0.0 0.40
H 2.3221 -0.6544 4.0410 0.0 0.0 0.0 0.48
C 5.3058 -2.5562 0.8660 0.0 0.0 0.0 -0.93
H -2.4854 2.4936 5.3964 0.0 0.0 0.0 0.42
H 5.1362 -0.1679 -1.4238 0.0 0.0 0.0 0.40
H 3.7481 -2.4338 3.8579 0.0 0.0 0.0 0.32
H -4.7737 -4.2259 -1.9757 0.0 0.0 0.0 0.25
O -0.2757 1.5706 -1.7123 -0.1 -0.4 -0.3 -0.64
H -5.4571 -1.6983 -3.5681 -0.1 0.0 0.0 0.32
S 0.3765 -3.4122 0.5934 0.0 0.3 -0.1 1.65
O -0.1602 -2.0061 0.6816 -0.1 -0.2 0.1 -0.78
Cl 0.3946 3.2740 0.8710 0.0 0.0 -0.1 -0.11
O 1.8068 -3.4592 0.4643 0.0 0.0 0.0 -0.66
C 2.8055 0.0680 0.0922 0.1 -0.2 0.0 -0.64
O -0.2072 -4.1922 1.6524 0.0 0.0 0.0 -0.80
C 0.6704 3.6135 -0.8446 0.2 0.1 0.1 0.13
C 2.2065 -0.4592 2.9746 0.1 0.0 0.0 -1.51
C -5.0898 0.6965 4.1761 0.0 0.0 0.0 -0.78
H -4.7086 -0.7692 1.4051 0.1 0.1 -0.1 0.77
Cl 2.3770 3.2943 -1.2979 -0.1 0.0 0.0 -0.19
O -0.5346 -1.2137 -2.7409 0.1 0.1 0.1 -0.78
C 4.0009 -2.1757 2.8350 0.1 -0.1 0.0 -1.06
S -4.9713 -2.2010 -0.7036 0.1 0.0 -0.1 -0.14
C -1.1046 -5.2008 -0.7736 0.1 0.0 0.0 -0.55
C -4.3628 1.4944 5.0373 0.0 0.0 0.0 -0.26
C 3.3021 -1.1552 2.2118 -0.1 0.1 0.0 0.97
C -1.5667 -5.9144 -1.8704 0.0 0.0 0.1 -0.67
C -1.2065 -5.5259 -3.1468 0.0 0.0 -0.1 -0.57
N -3.2989 -0.5374 0.5820 0.5 0.0 -0.4 -0.84
H 6.0754 -3.1146 0.3429 0.0 0.0 0.0 0.34
C 0.0105 -3.6512 -2.2403 -0.1 0.0 0.2 0.46
Tl -0.3599 -0.2291 -0.5538 -0.1 0.4 -0.5 2.86
C 4.9732 -2.9098 2.1676 0.0 0.0 0.0 0.77
S -3.1418 -2.0063 -3.0374 0.2 0.0 0.0 0.10
H -1.5400 -6.0920 -4.0078 0.0 0.0 0.0 0.40
C -3.0574 1.8689 4.7232 0.0 0.0 0.0 -0.90
C 5.6074 -4.1087 2.8159 0.0 0.0 0.0 -1.64
H -1.3350 -5.5111 0.2362 0.0 0.0 0.0 0.58
H 2.2052 0.6158 2.8028 0.0 0.0 0.0 0.25
O -5.2709 -0.5413 2.1848 -0.3 0.2 0.6 -0.70
C 3.6341 -0.8312 0.8827 0.0 -0.1 -0.1 1.07
O -1.3975 0.6675 1.1516 0.0 -0.2 -0.1 -0.76
S 0.6885 -2.0587 -2.7093 0.1 0.0 0.1 1.06
C -0.4309 -4.3924 -3.3288 0.0 0.0 0.1 -0.75
H -4.8151 1.8279 5.9638 0.0 0.0 0.0 0.36
H -0.1659 -4.0543 -4.3213 0.0 0.0 0.0 0.51
```
Positions in Å, forces in eV/Å.

Properties
energy relative to the best compared isomer or geometry (same formula, charge and spin): 1.0 kcal per mole
multiplicity: 1
total charge: -1
LUMO: 1.83 eV
total energy: -4705.49568 Eh
HOMO: -0.2168 hartree

No. 2
A 3-piece molecular cluster, C28H26F3N3O11S overall at a distorted geometry, computed with ωB97M-V/def2-TZVPD.

The geometry in XYZ format:
```
72
Properties=species:S:1:pos:R:3:forces:R:3:mulliken_charge:R:1
H -6.2572 2.8423 -4.1268 0.2 0.2 0.1 0.35
H -5.2500 5.2235 -5.2365 -0.3 -0.1 0.2 0.43
C 7.8546 -6.4894 2.8299 0.1 -0.2 0.1 -0.21
C -2.0108 2.6282 0.8241 -0.8 0.7 0.6 -0.07
H -7.4506 1.4345 0.9285 0.2 0.5 -0.1 0.27
O -3.4720 5.9491 -3.4271 -0.1 -0.5 -0.7 -0.44
C 9.3117 -7.2299 4.5745 -0.1 0.0 -0.3 0.11
C -4.5800 3.0186 -2.8006 0.8 0.0 0.9 0.84
C -5.1055 3.0967 -1.5741 -0.5 0.6 0.1 1.23
F 0.7479 1.1759 0.2029 -0.3 0.3 0.6 -0.20
O -6.7936 1.1358 -1.4651 -0.5 -0.2 -0.2 -0.64
S -0.4412 2.3618 -1.8834 1.0 1.9 -2.4 1.32
C 8.3691 -6.3287 4.1074 -0.1 0.1 0.0 -0.43
O 6.9135 -4.5292 0.7247 -0.1 0.1 -0.2 -0.63
H -4.7059 3.0804 -4.9270 -0.1 -0.1 0.4 0.40
O -4.8660 2.4624 0.6732 0.3 -0.2 0.2 -0.56
H -8.6778 3.2878 1.9396 -0.1 0.2 -0.1 0.25
H 4.6308 -0.6526 2.2802 0.0 0.0 0.0 0.38
H -2.2193 1.7044 1.3827 0.3 0.0 -0.3 0.32
O -5.3661 6.3084 -2.3135 0.3 0.2 -0.1 -0.56
H 8.0307 -5.5079 4.7237 0.1 -0.1 0.1 0.42
H -3.1386 6.5368 -2.7325 -0.2 0.0 0.1 0.36
C 3.4788 -1.6865 -0.7343 0.1 0.0 0.1 -0.30
H -8.3223 2.3975 -1.7943 0.2 0.1 0.2 0.52
C 5.3794 -2.3372 1.1908 0.1 0.0 0.2 -0.22
O 0.2195 3.5526 -1.4299 -0.6 -0.3 1.6 -0.62
F 0.9765 0.1841 -1.6455 0.1 -0.1 -0.5 -0.23
H -6.3579 0.7654 -0.6890 -0.1 0.1 0.0 0.37
H -6.6353 5.1847 -4.1095 0.3 0.0 0.1 0.40
C -8.0238 2.1748 0.3496 -1.6 0.0 -0.2 -0.78
C -5.3098 3.3936 -4.0671 0.3 0.0 -0.3 -1.21
H -6.9156 4.1299 -2.1549 0.3 0.1 0.3 0.04
C -2.2349 2.5070 -1.6920 -0.5 -0.2 0.0 0.69
O -2.7817 2.0948 -3.9793 0.3 -0.1 0.2 -0.56
N 6.1209 -4.2573 -0.1602 0.1 -0.1 -0.1 1.00
H 9.5694 -9.2575 1.8929 0.0 0.0 0.0 0.37
C 0.1138 0.8591 -0.9110 0.2 -0.2 -0.3 0.87
C -7.4845 2.3311 -1.0891 0.9 0.0 0.7 -0.07
C 4.5433 -1.2486 1.3815 -0.1 0.0 -0.1 -0.69
H 7.8752 -7.6711 1.0415 0.0 0.0 0.0 0.39
H -9.0348 1.7247 0.2508 0.5 -0.2 -0.1 0.38
C 3.5916 -0.9262 0.4224 0.0 0.0 0.0 -0.27
H 4.2236 -3.3643 -1.8343 0.1 -0.1 0.1 0.44
N 9.8430 -7.0746 5.9350 0.1 0.0 0.1 1.00
H 2.7391 -1.4326 -1.4798 0.0 0.0 0.0 0.47
C -6.5302 3.5713 -1.2976 0.3 -0.7 -0.1 -1.56
C -2.4722 3.7508 1.6877 -0.4 0.6 -0.2 -0.98
C -4.3034 2.7130 -0.3632 -0.3 0.1 -0.9 0.07
C 4.3139 -2.7750 -0.9329 -0.1 -0.1 -0.2 -0.52
H -6.4689 4.2335 -0.4263 -0.3 -0.2 -0.2 0.72
C 5.2516 -3.0910 0.0360 -0.2 0.3 0.1 0.05
F -0.9359 0.0861 -0.6800 -0.2 -0.2 0.4 -0.25
C -2.7847 2.6191 -0.4855 0.1 0.1 0.8 -0.21
C -2.8923 4.7135 2.2851 1.0 -0.8 -0.1 -0.26
C -3.1543 2.5058 -2.9091 -0.1 0.0 -1.0 -0.42
H -3.0150 5.5524 2.9367 -0.3 -0.1 -0.2 0.47
H -8.5707 4.1716 0.5164 -0.3 -0.1 0.2 0.17
C -5.5808 4.9275 -4.2291 1.2 0.2 -0.4 -0.67
H 2.9354 -0.0797 0.5775 0.0 0.0 0.0 0.38
C -4.7943 5.7957 -3.2478 -1.2 0.1 0.9 0.61
C 8.2842 -7.5445 2.0363 0.0 0.0 0.0 -0.52
H 6.1167 -2.5866 1.9406 0.0 -0.1 -0.1 0.47
H 10.4956 -8.9771 4.1582 0.0 0.1 0.1 0.44
O -0.0843 2.0712 -3.2357 -0.8 -1.1 0.1 -0.66
N -8.1694 3.4343 1.0795 0.9 -0.2 0.0 -0.50
O 10.6827 -7.8701 6.3085 0.0 0.0 0.0 -0.61
C 9.2353 -8.4370 2.5143 -0.1 0.1 0.0 -0.36
H 7.1189 -5.7978 2.4544 0.0 0.0 0.0 0.43
O 9.4100 -6.1611 6.6103 0.0 0.0 0.0 -0.61
O 5.9994 -4.8876 -1.1898 0.0 0.0 0.1 -0.60
H -0.9402 2.7900 0.6665 -0.2 -0.3 0.0 0.40
C 9.7558 -8.2807 3.7898 0.1 -0.2 0.0 -0.41
```
Positions in Å, forces in eV/Å.

Properties
multiplicity: 1
LUMO: -1.85 eV
total energy: -2771.94267 Eh
HOMO: -0.3443 hartree
structure (SMILES): C#CCC1=C(S(=O)(=O)C(F)(F)F)C(=O)C(CCC(=O)O)=C(C[C@@H](O)CN)C1=O.O=[N+]([O-])c1ccccc1.O=[N+]([O-])c1ccccc1

No. 3
A 2-piece molecular cluster, C28H26F6N2 overall at a distorted geometry, computed with ωB97M-V/def2-TZVPD.

The geometry in XYZ format:
```
62
Properties=species:S:1:pos:R:3:forces:R:3:mulliken_charge:R:1
F -0.9630 -6.3430 -3.6569 -1.0 0.0 0.8 -0.27
H -1.1344 0.2293 1.0442 0.0 -0.2 -0.5 0.90
C 0.5242 3.6704 -1.8004 -0.2 -1.4 0.7 -0.41
H -0.9992 -7.3418 -1.2500 -0.3 0.2 0.3 0.36
H 2.2154 6.4706 -2.6024 0.0 -0.1 0.4 0.38
C -1.3294 -6.2994 -1.3150 0.4 0.3 0.2 -1.03
C 0.0983 3.6494 -0.4517 0.3 0.3 -1.0 -0.50
C -0.5630 0.0415 0.1298 -0.6 0.0 0.4 -0.54
H 0.1706 -0.7815 2.4290 0.4 0.3 0.3 0.82
C -1.7547 -0.4469 4.6437 0.3 0.2 0.2 -0.44
H 1.0944 -7.0778 -1.4228 0.0 0.3 0.0 0.32
H -1.8039 -1.9653 1.2734 0.0 0.0 -0.3 0.36
C -2.4139 -0.0166 5.7971 0.0 0.2 0.0 -0.52
C -0.9547 1.9409 5.9933 -0.1 -0.1 -0.3 -0.50
C 0.1948 0.1190 3.0465 0.1 -0.2 -0.6 -0.81
C 0.4918 -1.8061 -1.2603 -0.3 0.0 0.5 -1.06
H -0.9223 5.2000 -3.3779 0.3 0.1 0.0 0.32
H -0.5896 2.4544 1.1722 0.2 -0.1 -0.2 0.37
C -1.1817 -3.6282 0.0958 0.5 -0.3 -0.3 -0.48
H -2.0169 -1.3714 4.1276 -0.1 0.1 0.2 0.34
H 1.9167 -5.5160 -1.1495 -0.2 -0.2 -0.1 0.40
C -0.2447 2.4578 0.1375 -0.2 -0.7 0.1 -0.75
H 0.5019 5.1131 -4.4610 -0.3 0.2 0.0 0.32
N 0.9061 4.8574 -2.4064 0.6 1.9 0.0 0.32
C -0.6840 0.3093 4.1598 0.1 0.9 0.6 0.75
C -0.2615 1.5306 4.8468 -0.8 -1.1 -0.3 0.56
C 2.2129 5.4618 -2.1739 -0.7 -0.6 0.2 -0.99
F -2.2944 -4.7950 -2.8394 0.1 -1.3 0.0 -0.26
C -1.9158 -6.1118 -2.6882 -0.3 1.0 -1.6 1.02
H -2.0919 -6.0514 -0.5694 0.1 -0.3 -0.2 0.27
C -2.0363 1.1747 6.4521 0.2 -0.1 -0.1 -0.46
C -0.1759 1.2138 -0.5675 0.3 1.2 -0.4 0.09
F 4.5127 5.2361 -2.8543 -1.0 -0.4 0.0 -0.28
C 0.5669 2.4573 -2.5267 -0.1 0.7 0.2 0.00
H 2.4463 5.4425 -1.1005 0.1 0.3 -0.3 0.33
C -0.4235 -1.3123 -0.2726 0.5 -0.8 0.2 0.38
H 1.2239 -1.1517 -1.7350 -0.4 -0.1 0.1 0.64
C 0.1414 5.4545 -3.4784 -0.1 -0.4 -0.5 -0.95
C -1.1929 -2.2934 0.4318 0.0 0.2 -0.3 -0.83
F -2.9869 -6.8948 -2.9813 0.9 0.6 0.5 -0.27
H 1.2006 -5.8851 -2.7469 0.1 -0.1 0.3 0.37
F 2.9334 4.5070 -4.2220 0.6 0.2 1.1 -0.27
H 1.1930 -3.5050 -2.3618 -0.1 0.1 0.3 0.45
H 0.1659 0.3701 -2.5593 0.0 0.2 0.2 0.73
C 1.1192 1.2002 3.0096 -0.4 0.5 1.2 -0.77
H 0.0357 4.5985 0.0859 0.0 -0.3 -0.1 0.47
H 1.4217 2.9328 4.4183 -0.1 -0.1 -0.3 0.42
C 0.2007 1.2667 -1.9437 -0.1 -0.3 0.5 -1.07
H 1.8965 1.3475 2.2582 -0.2 -0.1 0.3 0.46
F 3.3633 3.4101 -2.3613 0.3 1.2 -0.5 -0.24
H -2.5951 1.4976 7.3382 0.3 -0.2 -0.4 0.34
C 0.5317 -3.1498 -1.5708 0.0 -0.3 0.3 -0.21
N -0.1632 -5.4320 -1.1851 -0.4 -1.3 0.3 0.18
H -0.6547 2.8634 6.4974 -0.2 -0.3 0.0 0.36
C 0.8504 2.0581 4.1153 0.6 -0.6 -1.2 -1.20
H -1.8055 -4.3566 0.6196 0.2 0.4 0.0 0.30
C 1.0778 -6.0057 -1.6586 0.5 0.3 -0.4 -1.13
C 3.2747 4.6775 -2.8957 0.5 -1.3 -0.7 0.95
H 0.9230 2.4901 -3.5579 -0.2 0.0 0.2 0.40
H 0.2497 6.5463 -3.4320 -0.1 -0.2 0.0 0.34
C -0.2726 -4.0996 -0.8881 -0.4 1.2 -0.1 0.83
H -3.2300 -0.6124 6.2019 0.1 0.2 -0.1 0.36
```
Positions in Å, forces in eV/Å.

Properties
multiplicity: 1
LUMO: -2.25 eV
total energy: -1791.16751 Eh
HOMO: -0.2071 hartree

No. 4
C28H26N2O3ReSTe as an isolated structure at a distorted geometry, computed with ωB97M-V/def2-TZVPD.

The geometry in XYZ format:
```
62
Properties=species:S:1:pos:R:3:forces:R:3:mulliken_charge:R:1
C 14.1228 14.5651 8.7555 0.3 -0.1 -0.9 -0.69
H 9.4228 9.6489 15.5068 -0.3 -1.0 -1.1 0.15
N 14.2632 11.7425 12.7654 -1.4 1.0 -1.7 -0.97
H 15.5307 10.7039 16.9225 -1.1 0.7 0.4 0.41
C 7.8955 6.6493 15.1766 -0.7 -0.9 -1.1 -0.41
H 15.9165 14.5457 7.5331 -0.4 0.1 0.2 0.40
C 8.0518 6.3689 13.8232 1.6 2.4 -0.3 -0.61
H 7.2282 9.5232 12.3405 -0.1 0.7 -0.7 0.31
H 11.4873 15.6835 13.4443 0.0 0.2 0.7 0.37
H 7.7371 13.0700 8.8280 -0.6 -0.2 0.4 0.42
H 15.0441 10.7766 14.7043 0.4 -0.6 -0.1 0.47
C 13.5147 11.0974 16.1416 -0.7 -0.3 1.0 1.10
H 8.3464 7.9514 16.7999 0.0 0.1 -0.2 0.39
C 11.1925 15.2085 14.3957 0.3 -1.6 -1.6 -0.93
C 12.9337 12.2622 18.5387 -1.7 0.3 1.6 -0.49
H 9.6489 12.1047 9.9214 0.5 0.4 -0.2 0.54
Te 10.3068 10.0370 12.2495 -2.2 -2.4 -0.7 0.20
H 14.8669 11.9632 19.1408 0.8 -0.3 0.1 0.45
C 14.2470 13.1224 10.7025 0.5 -0.7 1.5 0.37
C 13.9908 10.9127 14.8637 -0.8 2.1 -1.8 -0.59
C 13.5110 13.9924 9.8758 -0.2 -0.3 -0.8 0.35
H 5.3653 12.1232 9.4457 -0.1 0.2 0.0 0.42
C 14.5270 11.1470 17.1613 0.1 -0.6 -1.1 -0.86
C 7.5318 12.3344 9.6117 0.2 -1.5 0.7 -0.58
C 15.4203 14.1957 8.4396 -0.3 0.8 0.1 -0.39
C 6.1738 10.7357 10.8592 1.1 0.9 0.8 -0.75
H 12.6976 12.6730 19.5807 0.3 -0.4 -1.8 0.33
C 13.6194 12.4908 11.8859 2.2 0.3 -1.4 1.00
H 13.5909 15.1949 8.0298 -0.1 -0.3 0.7 0.42
C 6.2543 11.7845 9.9496 1.5 0.2 -0.6 -0.50
H 5.2541 10.3641 11.2403 -0.8 -0.3 -0.3 0.41
H 8.0229 14.1091 14.8570 0.8 -0.4 0.1 0.43
C 9.0862 8.7223 14.9540 0.9 1.6 0.2 0.26
C 7.3125 10.3064 11.5519 -0.2 -1.1 0.5 -0.07
H 10.8503 12.3409 17.8544 0.5 0.1 0.1 0.44
S 10.2033 13.7425 13.6922 -3.5 2.9 1.4 0.17
H 7.5114 5.6446 13.2622 -0.1 -0.9 0.1 0.43
C 11.8937 12.0989 17.6242 -1.1 0.1 0.7 -0.33
C 8.5525 10.7941 11.2007 0.1 0.2 0.4 0.40
H 10.5305 15.8118 15.0197 0.3 -0.2 0.0 0.46
H 17.2018 13.2561 9.0637 0.0 -0.2 0.1 0.40
H 9.3990 13.7671 15.9963 0.2 0.1 0.5 0.35
N 13.3555 11.4350 13.7434 0.9 -1.5 2.6 0.60
H 12.0568 14.6870 14.8373 -0.3 0.9 0.4 0.27
O 12.1894 14.1407 10.0455 -0.4 -0.4 1.4 -0.74
H 16.2480 12.2025 11.0201 -0.6 0.3 0.2 0.39
Re 11.4108 11.8948 13.6088 3.3 -1.0 0.7 1.04
C 9.2813 8.4813 13.5726 0.5 0.7 1.3 -0.17
C 8.6805 11.7886 10.2384 -0.9 0.2 -0.3 -0.41
C 12.1366 11.5090 16.4185 2.0 -0.8 -0.7 0.37
O 12.3310 12.7962 12.0145 -1.0 -1.6 2.4 -0.53
C 16.1600 13.4201 9.3101 0.9 -0.4 0.2 -0.56
H 7.2292 6.0204 15.7494 0.2 -0.1 0.2 0.39
H 12.0057 13.5882 10.9116 -0.2 1.6 -2.2 0.46
C 14.2054 11.7806 18.3219 0.5 0.2 0.6 -0.64
O 11.1987 11.3023 15.4935 0.0 0.7 -0.4 -0.41
H 9.0882 7.0896 12.0054 -0.2 -0.4 0.0 0.42
C 15.6118 12.8782 10.4454 0.1 -0.1 -0.6 -0.68
H 8.6570 12.3943 15.0788 0.2 1.1 0.0 0.19
C 8.9189 13.4867 15.0808 -0.4 -0.7 -1.5 -0.82
C 8.8833 7.2633 13.0571 -0.9 -0.1 -0.5 -0.20
C 8.4681 7.7721 15.7346 -0.2 0.2 0.4 -0.65
```
Positions in Å, forces in eV/Å.

Properties
multiplicity: 4
total charge: +2
LUMO (spin up / spin down): -8.38 / -8.15 eV
⟨S²⟩: 3.800
total energy: -2161.59316 Eh
HOMO (spin up / spin down): -0.4738 / -0.4738 hartree